Entry from the OMol25 dataset: a structure of composition C10H24N3O4Y at a distorted geometry (ωB97M-V/def2-TZVPD).

Results
Lowest unoccupied orbital energy ... -11.56 eV
ΔE to the lowest compared entry with this formula, charge and spin ... 326.22 kcal/mol
Total charge ... +2

```
42
Properties=species:S:1:pos:R:3:forces:R:3:nbo_charge:R:1
Y 1.013 4.557 -6.963 -0.09 0.14 0.09 1.051
C 0.707 0.193 -2.248 -1.88 1.59 -0.46 -0.330
O 0.668 1.309 -3.016 0.26 -2.17 1.06 -0.164
H 1.677 -0.304 -2.230 1.45 -0.03 -0.10 0.342
H 0.539 0.391 -1.189 0.52 0.63 0.63 0.246
H 0.080 -0.665 -2.490 -0.35 -0.04 -1.12 0.221
C 8.070 -2.493 4.539 0.26 -0.43 -0.10 -0.693
C 6.955 -3.468 4.237 1.99 -2.46 0.40 0.663
O 7.247 -4.689 4.299 -1.31 1.97 -0.40 -0.482
N 5.793 -2.941 3.903 -1.19 0.76 0.05 -0.561
C 4.518 -3.555 3.660 -1.09 -0.93 -0.27 -0.429
H 8.907 -3.119 4.847 -0.03 0.36 0.31 0.262
H 7.763 -1.776 5.300 0.20 0.03 -0.03 0.234
H 8.382 -2.005 3.615 -0.19 0.22 0.01 0.242
H 5.688 -1.954 4.093 0.42 -0.05 -0.14 0.400
H 4.397 -4.606 3.921 0.74 0.06 0.41 0.241
H 4.244 -3.552 2.605 0.16 0.39 -0.17 0.204
H 3.748 -3.022 4.217 0.06 0.06 -0.06 0.210
C -2.637 9.472 -3.718 -0.25 0.72 0.70 -0.693
C -1.794 8.517 -2.911 0.48 -1.11 -3.07 0.669
O -1.345 7.518 -3.546 -0.24 1.16 1.83 -0.691
N -1.524 8.811 -1.649 0.77 -1.54 1.65 -0.587
C -0.499 8.007 -0.897 0.50 1.63 -1.10 -0.422
H -2.270 9.620 -4.733 0.07 -0.48 0.15 0.241
H -2.628 10.461 -3.258 -0.27 0.07 0.09 0.215
H -3.661 9.098 -3.735 -0.01 0.08 -0.14 0.243
H -1.874 9.622 -1.160 -0.17 -0.11 -0.53 0.417
H 0.417 8.285 -1.420 0.39 -0.34 0.12 0.201
H -0.547 6.919 -0.942 -0.76 0.27 0.13 0.221
H -0.378 8.443 0.095 -0.41 -0.44 0.06 0.218
C -3.770 -5.644 -0.647 0.58 1.71 -1.63 -0.720
C -4.436 -6.178 0.543 -1.61 -0.36 -1.80 0.665
O -3.712 -6.543 1.402 1.02 -1.02 3.29 -0.475
N -5.815 -6.292 0.571 1.33 0.32 -0.66 -0.544
C -6.589 -6.334 -0.659 -0.60 -0.05 0.06 -0.431
H -3.690 -6.284 -1.526 -0.28 -0.30 0.25 0.250
H -2.757 -5.352 -0.371 -0.07 -0.25 0.10 0.249
H -4.255 -4.720 -0.962 -0.19 0.06 -0.20 0.227
H -6.191 -6.690 1.419 -0.10 -0.14 -0.09 0.420
H -6.079 -6.039 -1.576 0.48 0.29 0.55 0.223
H -7.431 -5.654 -0.530 -0.26 -0.20 -0.17 0.226
H -6.932 -7.344 -0.888 -0.29 -0.06 0.31 0.221
```
Positions in Å, forces in eV/Å.